25
Properties=species:S:1:pos:R:3:forces:R:3 method="wB97M-V/def2-TZVPD" lumo_ev=5.729 homo_lumo_gap_ev=4.7 total_charge=-2
C 1.579 -1.231 -2.217 -1.64 0.42 -0.31
C 2.082 -0.165 -1.401 -0.08 -0.02 0.24
C 2.040 0.118 -0.069 1.93 -1.83 2.06
C -0.918 0.489 -0.101 0.15 -2.87 -0.37
C -2.325 2.521 -0.485 0.82 -0.15 -2.40
C -0.460 -1.462 1.382 2.18 -1.57 1.60
C -2.061 1.136 -0.043 0.98 1.41 0.16
C -0.897 -1.043 0.033 -3.59 0.68 -0.23
O 3.150 0.873 0.811 -1.16 -0.57 -0.76
O 1.251 0.257 2.545 0.69 0.27 0.03
O 3.272 -1.306 2.360 -1.09 0.70 -1.66
P 2.335 -0.310 1.660 1.28 1.55 0.64
H 0.964 -0.801 -3.058 0.84 -0.32 0.08
H 0.900 -2.001 -1.773 1.17 0.41 0.04
H 2.453 0.690 -1.952 0.45 0.21 -0.42
H -2.572 2.283 -1.579 0.35 1.29 0.95
H -3.164 3.034 -0.089 -1.03 0.19 0.76
H -1.475 3.176 -0.376 0.42 0.23 -0.39
H -0.762 -2.501 1.601 -0.42 0.22 0.06
H -0.714 -0.762 2.206 -0.32 -0.52 -0.76
H 0.635 -1.524 1.539 -1.04 -0.28 -0.48
H -3.011 0.746 0.143 -1.15 -1.93 0.54
H 0.153 0.587 -0.330 -0.37 2.17 0.07
H -1.991 -1.364 0.116 0.75 0.27 -0.93
H -0.467 -1.439 -0.923 -0.12 0.04 1.47